1.
This record from the OMol25 dataset describes 3 unconnected molecules or ions with the total composition C8H24N5O5P in a non-equilibrium geometry. The level of theory is ωB97M-V/def2-TZVPD.

Properties
LUMO energy	-0.072	eV
2S+1	1
structure (SMILES)	CN(C)P(=O)(N(C)C)N(C)C.C[N+](=O)[O-].C[N+](=O)[O-]
E_HOMO	-8.17	eV

Bonds (Å) are listed after each position.
Element x y z (Å)
1 C -0.602 -6.392 -12.182  N7 1.404, H21 1.090, H31 1.090, H38 1.090
2 C 2.045 3.400 6.186  H8 1.090, N12 1.446, H16 1.090, H28 1.090
3 H -0.523 0.556 2.158  C4 1.090
4 C -0.506 0.058 3.127  H3 1.090, N15 1.456, H23 1.090, H35 1.090
5 O -4.553 -2.257 -4.246  N29 1.192
6 H 2.361 2.717 1.116  C33 1.090
7 N 0.117 -6.017 -11.036  C1 1.404, O40 1.217, O41 1.232
8 H 1.557 3.743 7.099  C2 1.090
9 C -2.758 -1.998 -5.635  H14 1.090, H20 1.090, N29 1.510, H42 1.090
10 P 1.602 1.799 3.887  N12 1.745, N13 1.731, N15 1.755, O24 1.479
11 H 2.638 3.882 2.395  C33 1.090
12 N 1.176 2.550 5.404  C2 1.446, P10 1.745, C36 1.414
13 N 0.931 2.876 2.709  P10 1.731, C30 1.453, C33 1.456
14 H -2.388 -1.114 -6.155  C9 1.090
15 N 0.713 0.285 3.890  C4 1.456, P10 1.755, C22 1.406
16 H 2.912 2.864 6.573  C2 1.090
17 H -0.349 4.203 1.826  C30 1.090
18 H -0.022 1.738 6.943  C36 1.090
19 H -0.548 3.180 5.979  C36 1.090
20 H -1.858 -2.423 -5.192  C9 1.090
21 H -1.645 -6.354 -11.869  C1 1.090
22 C 1.306 -0.779 4.592  N15 1.406, H34 1.090, H37 1.090, H39 1.090
23 H -0.749 -1.002 3.055  C4 1.090
24 O 3.043 1.537 3.677  P10 1.479
25 H -0.617 3.891 3.600  C30 1.090
26 H 1.406 4.161 1.071  C33 1.090
27 H -1.153 2.682 2.531  C30 1.090
28 H 2.214 4.340 5.661  C2 1.090
29 N -3.527 -1.665 -4.378  O5 1.192, C9 1.510, O32 1.189
30 C -0.396 3.461 2.623  N13 1.453, H17 1.090, H25 1.090, H27 1.090
31 H -0.385 -5.641 -12.943  C1 1.090
32 O -2.968 -1.081 -3.505  N29 1.189
33 C 1.869 3.450 1.755  H6 1.090, H11 1.090, N13 1.456, H26 1.090
34 H 1.262 -0.648 5.673  C22 1.090
35 H -1.307 0.466 3.743  C4 1.090
36 C -0.077 2.197 5.956  N12 1.414, H18 1.090, H19 1.090, H43 1.090
37 H 0.809 -1.727 4.387  C22 1.090
38 H -0.192 -7.364 -12.455  C1 1.090
39 H 2.335 -0.906 4.255  C22 1.090
40 O 1.303 -6.270 -11.152  N7 1.217
41 O -0.411 -5.415 -10.100  N7 1.232
42 H -3.328 -2.668 -6.278  C9 1.090
43 H -0.737 1.685 5.256  C36 1.090


2.
This record from the OMol25 dataset describes 2 unconnected molecules or ions with the total composition C10H15NO in a non-equilibrium geometry. The level of theory is ωB97M-V/def2-TZVPD.

Properties
LUMO energy	0.839	eV
energy relative to the best compared isomer or geometry (same formula, charge and spin)	9.6	kcal per mole
2S+1	1
structure (SMILES)	Cc1ccccc1.CCC(N)=O
E_HOMO	-8.97	eV

Bonds (Å) are listed after each position.
Element x y z (Å)
1 H -2.119 -0.319 3.080  C11 1.096
2 C 2.786 1.782 -1.196  C24 1.394, C26 1.386, H27 1.083
3 N -2.791 -2.243 -1.072  H5 1.007, C9 1.355, H10 1.006
4 C 0.881 -0.245 -1.103  C14 1.381, C18 1.395, H21 1.086
5 H -2.874 -3.172 -1.450  N3 1.007
6 C -2.462 -0.853 0.900  H7 1.091, C9 1.525, C11 1.519, H17 1.090
7 H -1.825 -0.027 0.580  C6 1.091
8 O -1.151 -2.802 0.356  C9 1.213
9 C -2.061 -2.059 0.056  N3 1.355, C6 1.525, O8 1.213
10 H -3.582 -1.650 -1.254  N3 1.006
11 C -2.240 -1.148 2.373  H1 1.096, C6 1.519, H15 1.102, H19 1.084
12 H 1.129 2.963 1.448  C23 1.088
13 H 2.794 2.348 1.784  C23 1.090
14 C 1.724 -0.130 -2.190  C4 1.381, H20 1.081, C26 1.391
15 H -1.170 -1.407 2.418  C11 1.102
16 H 2.431 3.651 0.649  C23 1.098
17 H -3.484 -0.561 0.657  C6 1.090
18 C 0.977 0.680 -0.064  C4 1.395, H22 1.083, C24 1.382
19 H -2.843 -1.954 2.775  C11 1.084
20 H 1.645 -0.858 -2.986  C14 1.081
21 H 0.146 -1.040 -1.025  C4 1.086
22 H 0.369 0.525 0.819  C18 1.083
23 C 2.088 2.676 1.021  H12 1.088, H13 1.090, H16 1.098, C24 1.509
24 C 1.907 1.701 -0.117  C2 1.394, C18 1.382, C23 1.509
25 H 3.355 0.866 -3.083  C26 1.082
26 C 2.731 0.830 -2.201  C2 1.386, C14 1.391, H25 1.082
27 H 3.641 2.448 -1.175  C2 1.083


3.
This record from the OMol25 dataset describes 3 unconnected molecules or ions with the total composition H5O2S in a non-equilibrium geometry. The level of theory is ωB97M-V/def2-TZVPD.

Properties
LUMO energy	4.107	eV
energy relative to the best compared isomer or geometry (same formula, charge and spin)	11.0	kcal per mole
total charge	-1
2S+1	1
E_HOMO	-3.23	eV

Bonds (Å) are listed after each position.
Element x y z (Å)
1 O 0.765 -1.716 -1.296  H2 1.016, H6 0.966
2 H 0.175 -0.978 -0.925  O1 1.016
3 H 1.336 0.569 1.807  O7 0.969
4 H -2.699 1.267 0.083  S5 1.387
5 S -1.614 0.404 0.134  H4 1.387
6 H 0.274 -2.103 -2.032  O1 0.966
7 O 1.206 1.458 1.442  H3 0.969, H8 0.989
8 H 0.558 1.098 0.788  O7 0.989


4.
This record from the OMol25 dataset describes 4 unconnected molecules or ions with the total composition C32H35BBrF25I2N2O8P in a non-equilibrium geometry. The level of theory is ωB97M-V/def2-TZVPD.

Properties
LUMO energy	-3.713	eV
total charge	+1
2S+1	1
E_HOMO	-10.32	eV

Bonds (Å) are listed after each position.
Element x y z (Å)
1 H -5.855 -2.862 -0.166  C86 1.090
2 F -4.129 -0.194 -2.662  C99 1.360
3 C 0.325 -6.369 -1.353  H26 1.094, C72 1.531, F89 1.344, F95 1.354
4 N 3.562 3.827 -1.324  C33 1.456, C51 1.464, C58 1.278
5 C -4.080 -1.850 -0.986  F9 1.352, C86 1.543, F93 1.365, C99 1.530
6 C 2.608 -5.490 -4.325  F21 1.352, O27 1.382, F38 1.347, C96 1.530
7 H 6.065 6.385 -2.762  O98 0.969
8 C 0.355 3.922 -1.336  H31 1.085, C42 1.386, C102 1.368
9 F -2.881 -2.283 -1.434  C5 1.352
10 C 4.964 5.527 1.357  H30 1.095, C34 1.518, H55 1.092, H94 1.094
11 F 4.726 -6.454 -3.952  C96 1.353
12 H 4.674 7.214 0.102  C34 1.094
13 H 0.244 1.455 1.495  C61 1.088
14 F 2.981 -7.631 -3.383  C96 1.346
15 H -5.806 -0.766 -1.748  C99 1.093
16 F -6.133 -4.304 -2.039  C88 1.346
17 O -4.412 -4.321 -0.578  C86 1.421, C88 1.385
18 F -5.558 -6.134 -1.047  C88 1.349
19 H -4.425 -2.900 0.808  C86 1.088
20 F 0.135 -7.747 -3.268  C72 1.346
21 F 3.113 -4.669 -5.273  C6 1.352
22 F -3.330 -4.101 4.683  C54 1.351
23 H -1.092 4.176 -2.840  C102 1.085
24 C -0.390 4.302 0.857  C32 1.374, C42 1.370, H59 1.085
25 H -2.872 4.873 -1.328  C63 1.083
26 H -0.009 -5.419 -0.924  C3 1.094
27 O 1.300 -5.758 -4.687  C6 1.382, C90 1.422
28 C -3.667 -1.456 6.690  H46 1.089, C56 1.543, H60 1.090, O82 1.425
29 H -5.499 0.687 5.998  C91 1.093
30 H 5.483 4.854 0.666  C10 1.095
31 H 1.101 3.625 -2.067  C8 1.085
32 C -1.647 4.650 0.423  C24 1.374, C63 1.366, H65 1.082
33 C 4.414 4.320 -2.398  N4 1.456, H39 1.094, H76 1.094, B87 1.619
34 C 4.047 6.531 0.682  C10 1.518, H12 1.094, C57 1.557, F64 1.383
35 H 3.065 6.406 -1.264  C57 1.094
36 F -2.744 -2.755 2.355  C84 1.357
37 F -1.555 -6.488 -2.714  C72 1.371
38 F 2.667 -4.811 -3.163  C6 1.347
39 H 4.424 3.608 -3.228  C33 1.094
40 F -2.215 0.287 6.029  C56 1.352
41 F -5.147 -2.060 -3.107  C99 1.342
42 C 0.635 3.948 0.021  C8 1.386, C24 1.370, C69 1.527
43 C 1.415 1.079 -0.411  C61 1.594, H66 1.085, C78 1.573, I92 2.188
44 C -4.103 -5.376 -2.708  F73 1.353, F81 1.354, C88 1.527, H107 1.086
45 F -4.470 0.335 4.328  C91 1.347
46 H -3.333 -1.646 7.710  C28 1.089
47 H 1.977 6.272 0.101  C57 1.092
48 P 3.723 1.606 1.504  Br75 2.246, C78 1.910, O100 1.653
49 H -0.955 1.341 -1.247  C52 1.092
50 I -0.066 -1.236 1.062  C61 2.159, I92 3.120
51 C 3.336 2.385 -1.206  N4 1.464, H77 1.109, C78 1.555, H83 1.090
52 C -1.117 1.232 -0.172  H49 1.092, C61 1.563, H68 1.087, H70 1.090
53 F -4.179 2.107 5.549  C91 1.356
54 C -3.293 -2.751 4.657  F22 1.351, O82 1.380, C84 1.528, F105 1.346
55 H 4.490 4.919 2.129  C10 1.092
56 C -3.470 0.060 6.479  C28 1.543, F40 1.352, F85 1.362, C91 1.531
57 C 2.955 5.961 -0.271  C34 1.557, H35 1.094, H47 1.092, C58 1.498
58 C 2.928 4.472 -0.422  N4 1.278, C57 1.498, C69 1.550
59 H -0.205 4.324 1.926  C24 1.085
60 H -4.719 -1.740 6.677  C28 1.090
61 C 0.194 0.854 0.590  H13 1.088, C43 1.594, I50 2.159, C52 1.563
62 H 0.344 -4.473 -3.344  C90 1.090
63 C -1.904 4.613 -0.918  H25 1.083, C32 1.366, C102 1.370
64 F 3.416 7.297 1.647  C34 1.383
65 H -2.402 4.948 1.138  C32 1.082
66 H 1.087 1.386 -1.398  C43 1.085
67 H -1.316 -2.736 3.754  C84 1.092
68 H -1.860 0.446 -0.058  C52 1.087
69 C 2.042 3.586 0.492  C42 1.527, C58 1.550, C78 1.643, O80 1.404
70 H -1.553 2.153 0.213  C52 1.090
71 N 1.940 4.936 2.445  O80 1.442, O97 1.155
72 C -0.187 -6.533 -2.786  C3 1.531, F20 1.346, F37 1.371, C90 1.543
73 F -4.753 -6.045 -3.687  C44 1.353
74 H -0.633 -5.352 -4.473  C90 1.090
75 Br 2.610 0.388 3.028  P48 2.246
76 H 3.955 5.234 -2.789  C33 1.094
77 H 4.343 1.991 -0.960  C51 1.109
78 C 2.530 2.071 0.087  C43 1.573, P48 1.910, C51 1.555, C69 1.643
79 H 3.455 -7.248 -5.274  C96 1.092
80 O 2.288 3.660 1.872  C69 1.404, N71 1.442
81 F -3.559 -4.272 -3.273  C44 1.354
82 O -2.869 -2.335 5.903  C28 1.425, C54 1.380
83 H 3.119 1.817 -2.111  C51 1.090
84 C -2.310 -2.325 3.567  F36 1.357, C54 1.528, H67 1.092, F101 1.346
85 F -3.552 0.634 7.711  C56 1.362
86 C -4.774 -2.995 -0.218  H1 1.090, C5 1.543, O17 1.421, H19 1.088
87 B 5.941 4.626 -1.958  C33 1.619, O98 1.374, O104 1.373
88 C -5.071 -4.999 -1.590  F16 1.346, O17 1.385, F18 1.349, C44 1.527
89 F 1.667 -6.433 -1.289  C3 1.344
90 C 0.225 -5.453 -3.808  O27 1.422, H62 1.090, C72 1.543, H74 1.090
91 C -4.488 0.788 5.597  H29 1.093, F45 1.347, F53 1.356, C56 1.531
92 I 2.403 -0.833 -0.802  C43 2.188, I50 3.120
93 F -3.821 -0.869 -0.073  C5 1.365
94 H 5.747 6.099 1.864  C10 1.094
95 F -0.159 -7.373 -0.585  C3 1.354
96 C 3.455 -6.763 -4.296  C6 1.530, F11 1.353, F14 1.346, H79 1.092
97 O 1.794 4.836 3.587  N71 1.155
98 O 6.344 5.939 -1.948  H7 0.969, B87 1.374
99 C -4.872 -1.195 -2.119  F2 1.360, C5 1.530, H15 1.093, F41 1.342
100 O 4.778 0.548 0.797  P48 1.653, H106 0.970
101 F -2.211 -0.983 3.508  C84 1.346
102 C -0.903 4.235 -1.773  C8 1.368, H23 1.085, C63 1.370
103 H 6.754 3.399 -0.707  O104 0.970
104 O 6.867 3.665 -1.633  B87 1.373, H103 0.970
105 F -4.547 -2.339 4.397  C54 1.346
106 H 5.383 0.283 1.509  O100 0.970
107 H -3.297 -5.998 -2.329  C44 1.086


5.
This record from the OMol25 dataset describes C5H11NO in the gas phase. The level of theory is ωB97M-V/def2-TZVPD.

Properties
LUMO energy	0.942	eV
energy relative to the best compared isomer or geometry (same formula, charge and spin)	15.3	kcal per mole
2S+1	1
structure (SMILES)	CCN(C)C(C)=O
E_HOMO	-9.22	eV

Bonds (Å) are listed after each position.
Element x y z (Å)
1 N 0.054 -0.611 0.398  C2 1.378, C7 1.458, C12 1.446
2 C 0.857 -0.734 -0.715  N1 1.378, O3 1.221, C5 1.513
3 O 0.476 -1.322 -1.715  C2 1.221
4 H 2.841 -0.458 0.139  C5 1.094
5 C 2.211 -0.061 -0.662  C2 1.513, H4 1.094, H8 1.089, H10 1.096
6 H -0.184 1.237 1.278  C12 1.095
7 C -1.380 -0.681 0.146  N1 1.458, C11 1.580, H13 1.101, H16 1.094
8 H 2.692 -0.215 -1.627  C5 1.089
9 H -1.585 0.623 -1.579  C11 1.094
10 H 2.083 1.015 -0.490  C5 1.096
11 C -1.907 0.645 -0.534  C7 1.580, H9 1.094, H14 1.096, H15 1.107
12 C 0.350 0.302 1.479  N1 1.446, H6 1.095, H17 1.096, H18 1.088
13 H -1.840 -0.973 1.103  C7 1.101
14 H -2.998 0.747 -0.533  C11 1.096
15 H -1.550 1.627 -0.165  C11 1.107
16 H -1.521 -1.530 -0.530  C7 1.094
17 H -0.017 -0.106 2.427  C12 1.096
18 H 1.416 0.494 1.580  C12 1.088


6.
This record from the OMol25 dataset describes C7H11ClN2 in the gas phase in a non-equilibrium geometry. The level of theory is ωB97M-V/def2-TZVPD.

Properties
LUMO energy	0.563	eV
energy relative to the best compared isomer or geometry (same formula, charge and spin)	43.7	kcal per mole
2S+1	1
structure (SMILES)	CC[C@@](C)(C#N)/C(Cl)=N/C
E_HOMO	-9.49	eV

Bonds (Å) are listed after each position.
Element x y z (Å)
1 C -2.196 0.269 -0.785  H12 1.083, C16 1.544, H17 1.142, H18 0.980
2 C 0.337 -0.138 -1.314  N6 1.231, Cl14 1.743, C16 1.897
3 C 2.605 -0.048 -2.202  N6 1.442, H7 1.069, H11 1.064, H15 1.046
4 H 0.267 -0.034 3.055  C10 1.066
5 H 1.009 -1.031 1.785  C10 1.102
6 N 1.351 0.449 -1.693  C2 1.231, C3 1.442
7 H 2.556 -1.114 -2.265  C3 1.069
8 N -0.618 3.009 0.632  C9 1.155
9 C -0.595 1.940 0.194  N8 1.155, C16 1.418
10 C 0.403 -0.136 2.002  H4 1.066, H5 1.102, H13 1.059, C21 1.508
11 H 2.658 0.182 -3.240  C3 1.064
12 H -2.298 -0.770 -1.076  C1 1.083
13 H 0.965 0.707 1.694  C10 1.059
14 Cl -0.151 -1.763 -1.710  C2 1.743
15 H 3.412 0.235 -1.599  C3 1.046
16 C -0.877 0.571 -0.039  C1 1.544, C2 1.897, C9 1.418, C21 1.497
17 H -2.160 0.933 -1.712  C1 1.142
18 H -2.908 0.708 -0.275  C1 0.980
19 H -1.142 -1.312 0.975  C21 1.209
20 H -1.749 0.071 1.866  C21 1.056
21 C -0.913 -0.162 1.265  C10 1.508, C16 1.497, H19 1.209, H20 1.056


| no. | HOMO-LUMO gap (eV) | energy (eV) |
| --- | --- | --- |
| 1 | 8.09 | -35655.699 |
| 2 | 9.81 | -14151.163 |
| 3 | 7.34 | -15012.644 |
| 4 | 6.60 | -217250.466 |
| 5 | 10.16 | -8901.034 |
| 6 | 10.06 | -22937.207 |